{"formula": "C39H49F5N10O5Ti", "method": "ωB97M-V/def2-TZVPD", "symbols": ["Ti", "C", "N", "C", "C", "N", "C", "C", "C", "C", "C", "C", "C", "C", "C", "N", "C", "N", "C", "C", "N", "C", "C", "C", "N", "C", "C", "H", "H", "H", "H", "H", "H", "H", "H", "H", "H", "H", "H", "H", "H", "H", "H", "H", "H", "H", "H", "H", "H", "H", "H", "H", "H", "H", "H", "H", "H", "O", "C", "N", "C", "O", "C", "C", "C", "C", "N", "C", "H", "H", "H", "H", "H", "H", "H", "H", "N", "C", "N", "C", "C", "O", "C", "C", "H", "H", "H", "H", "H", "H", "H", "H", "C", "O", "H", "H", "H", "F", "C", "C", "F", "C", "F", "C", "O", "C", "F", "C", "F"], "positions_angstrom": [[0.0278, -0.0685, -0.6084], [-0.0730, 0.3846, 3.5118], [0.7158, 1.3639, 2.7955], [0.7154, 2.6847, 3.4007], [1.7039, 0.9691, 1.9522], [1.5205, 0.1659, 0.9037], [2.5737, -0.7537, 0.7483], [3.0169, -1.3998, 1.8980], [4.1127, -2.2627, 1.8916], [4.7834, -2.4904, 0.7233], [4.3373, -1.9126, -0.4863], [5.0216, -2.2335, -1.6780], [4.5665, -1.7618, -2.8752], [3.4512, -0.9250, -2.9119], [2.7773, -0.5096, -1.7658], [1.6436, 0.2961, -1.9390], [1.6728, 1.0399, -3.0518], [0.7830, 0.9260, -4.0399], [0.4402, 2.0210, -4.9261], [0.0627, -0.3127, -4.2708], [2.6587, 1.9795, -3.2620], [3.3800, 2.5004, -2.1229], [3.3934, 2.0329, -4.5134], [3.2037, -1.0356, -0.5034], [2.9263, 1.5174, 2.2339], [3.4148, 1.5541, 3.5970], [3.9601, 1.6156, 1.2311], [0.2951, 0.2878, 4.5424], [-1.1192, 0.6911, 3.5524], [-0.0002, -0.5718, 3.0091], [-0.3006, 3.0836, 3.3633], [1.3748, 3.3472, 2.8471], [1.0316, 2.6552, 4.4509], [2.4690, -1.2305, 2.8180], [4.4261, -2.7531, 2.8051], [5.6480, -3.1419, 0.6998], [5.8832, -2.8867, -1.6248], [5.0446, -2.0564, -3.8013], [3.0556, -0.6320, -3.8770], [0.7369, 1.8061, -5.9571], [0.9174, 2.9381, -4.5956], [-0.6392, 2.1684, -4.9086], [0.1510, -0.9617, -3.4036], [0.4645, -0.8097, -5.1604], [-0.9929, -0.1035, -4.4424], [2.6749, 2.6533, -1.3101], [3.8177, 3.4622, -2.3933], [4.1814, 1.8298, -1.7891], [2.9048, 1.4225, -5.2682], [4.4055, 1.6426, -4.3613], [3.4615, 3.0611, -4.8765], [2.6252, 1.2879, 4.2955], [3.7899, 2.5502, 3.8453], [4.2308, 0.8320, 3.7116], [3.5014, 1.6830, 0.2522], [4.6387, 0.7543, 1.2390], [4.5441, 2.5200, 1.4171], [-4.6240, -0.7345, 1.5540], [-5.1307, 0.5834, 1.3496], [-4.8744, 1.3847, 2.4950], [-3.8101, 2.2180, 2.7194], [-3.7507, 2.8618, 3.7542], [-2.7393, 2.3342, 1.6871], [-2.2676, 3.6213, 1.3482], [-1.1087, 3.6968, 0.5857], [-0.4407, 2.5493, 0.2263], [-0.9122, 1.2814, 0.5096], [-2.0729, 1.2231, 1.2177], [-4.7914, -1.2478, 0.7552], [-6.2111, 0.5355, 1.1875], [-4.6606, 1.0528, 0.4842], [-5.5028, 1.2929, 3.2773], [-2.7798, 4.5004, 1.7119], [-0.6995, 4.6603, 0.3078], [0.5033, 2.5907, -0.3093], [-2.4285, 0.2303, 1.4616], [-0.7124, -1.6420, 1.1067], [-1.3108, -2.5045, 1.5862], [-1.9798, -3.4946, 2.1478], [-1.8852, -3.6546, 3.6011], [-2.2185, -5.0986, 3.9450], [-3.4855, -5.4663, 3.4355], [-3.5337, -5.3403, 2.0260], [-3.2706, -3.9066, 1.5931], [-2.5972, -2.9867, 4.0999], [-0.8745, -3.4114, 3.9265], [-2.2682, -5.2215, 5.0257], [-1.4410, -5.7603, 3.5415], [-4.5310, -5.6479, 1.7170], [-2.7915, -6.0049, 1.5650], [-4.0640, -3.2524, 1.9717], [-3.2368, -3.8364, 0.5066], [0.3398, -2.9743, -1.4734], [-0.0750, -1.6590, -1.3495], [0.5933, -3.2087, -2.5164], [-0.4504, -3.6745, -1.1636], [1.2323, -3.1783, -0.8658], [-6.2008, 1.6517, -3.4481], [-4.9262, 1.5097, -3.0577], [-4.5170, 0.3787, -2.3807], [-5.4136, -0.5801, -2.0846], [-3.2079, 0.2374, -1.9680], [-2.8926, -0.8606, -1.2717], [-2.1975, 1.1906, -2.2440], [-0.9422, 1.0687, -1.9674], [-2.6821, 2.3428, -2.9076], [-1.8141, 3.3321, -3.1638], [-3.9923, 2.4986, -3.3112], [-4.3635, 3.6054, -3.9560]], "atomic_forces_ev_per_a": [[-0.208, 1.904, 1.593], [-0.215, -0.063, -0.163], [0.270, 0.010, 0.208], [-0.167, 0.051, 0.004], [0.120, 0.153, 0.117], [0.881, 0.130, 0.492], [0.379, -0.224, 0.413], [-0.394, 0.082, -0.326], [0.287, -0.161, -0.182], [-0.032, -0.058, 0.274], [-0.200, 0.182, -0.031], [0.009, -0.010, -0.227], [0.219, -0.150, 0.141], [-0.234, 0.158, 0.185], [0.224, 0.005, -0.582], [0.627, 0.313, -0.113], [0.222, 0.295, -0.415], [0.073, -0.052, 0.078], [-0.056, 0.051, -0.138], [-0.074, -0.134, 0.078], [0.010, -0.168, 0.219], [-0.060, -0.010, -0.008], [-0.069, 0.081, -0.017], [0.110, -0.168, 0.054], [0.028, -0.071, -0.207], [0.013, 0.067, 0.066], [0.112, 0.077, -0.043], [0.038, 0.024, -0.018], [0.003, -0.024, -0.020], [-0.030, -0.047, -0.031], [-0.002, -0.003, -0.027], [-0.043, 0.020, -0.011], [-0.017, 0.003, -0.047], [0.010, 0.002, 0.013], [-0.001, 0.045, 0.022], [-0.017, -0.019, -0.029], [-0.020, -0.025, 0.004], [0.023, 0.030, 0.006], [0.037, -0.006, -0.004], [0.042, 0.000, 0.027], [-0.024, -0.006, 0.008], [0.001, -0.045, 0.038], [-0.008, 0.023, 0.004], [-0.004, 0.043, -0.010], [-0.014, 0.046, 0.067], [0.038, 0.035, 0.053], [-0.008, -0.003, -0.010], [-0.002, 0.000, -0.059], [0.015, 0.025, 0.006], [-0.007, 0.003, 0.020], [0.017, -0.026, -0.053], [0.086, 0.002, -0.041], [-0.004, -0.027, 0.051], [0.003, -0.002, -0.039], [0.021, -0.032, 0.038], [-0.038, 0.021, 0.048], [-0.014, 0.016, -0.003], [0.020, -0.175, 0.074], [-0.039, 0.178, -0.109], [-0.073, -0.235, -0.051], [-0.045, 0.059, 0.035], [-0.016, -0.040, -0.068], [0.424, 0.103, -0.174], [-0.091, 0.027, 0.098], [-0.169, -0.027, 0.097], [-0.038, 0.016, 0.042], [-0.723, 0.078, 0.188], [-0.247, 0.145, 0.519], [0.032, 0.087, -0.116], [0.017, 0.011, 0.010], [0.054, -0.048, -0.050], [0.042, 0.072, 0.073], [0.037, 0.009, -0.005], [0.029, -0.017, -0.029], [-0.022, 0.051, 0.010], [0.011, -0.020, -0.054], [-0.365, -0.216, 0.165], [-0.064, 0.279, -0.061], [0.110, -0.230, 0.122], [-0.119, -0.099, 0.131], [0.043, 0.089, -0.038], [-0.026, 0.035, 0.009], [0.067, 0.073, -0.044], [-0.152, -0.088, -0.022], [0.034, 0.035, -0.022], [0.005, 0.016, -0.030], [0.022, -0.019, -0.003], [-0.021, -0.008, -0.004], [0.006, -0.011, -0.007], [-0.015, -0.004, 0.005], [0.035, 0.016, -0.001], [0.048, 0.022, -0.014], [-0.092, -0.109, 0.083], [-0.291, -2.641, -1.216], [-0.009, 0.010, 0.024], [0.031, 0.014, 0.007], [-0.036, -0.003, 0.004], [-0.072, 0.011, -0.029], [-0.032, -0.006, 0.007], [-0.046, 0.136, 0.059], [0.019, -0.026, 0.049], [0.333, 0.419, -0.158], [0.081, -0.506, 0.267], [-0.295, 0.228, -0.092], [-0.518, -0.041, -1.220], [0.029, -0.246, 0.171], [0.100, 0.185, -0.088], [0.102, -0.146, 0.080], [-0.069, 0.190, -0.095]], "mulliken_charge": [-0.9271, -1.0806, 1.4123, -1.2967, -1.6897, 2.0079, 0.1638, -0.1882, -1.0203, -1.0934, 1.3555, -1.0237, -1.2493, -0.5912, 1.0435, 1.7857, -1.1838, 0.6903, -1.2703, -1.4311, 0.4656, -0.8272, -1.2428, -1.1706, 0.7376, -1.1403, -1.0918, 0.3359, 0.0249, 0.1757, 0.3177, 0.3273, 0.4367, 0.3891, 0.4036, 0.3835, 0.4125, 0.4011, 0.4674, 0.3364, 0.3606, 0.3833, 0.4703, 0.3581, 0.3327, 0.0087, 0.5541, 0.2563, 0.4172, 0.3712, 0.3354, 0.3170, 0.3139, 0.3418, -0.0447, 0.2695, 0.5168, -0.4389, -0.6959, -0.0419, -0.6454, -0.7128, 1.2839, -1.2552, -1.3178, 0.4629, 1.3359, -1.3605, 0.2736, 0.4416, 0.3828, 0.2642, 0.4704, 0.4714, -0.2262, 0.5788, 0.4901, -0.3024, 0.2263, -0.4607, -0.7728, -0.3973, -0.8512, -0.1658, 0.2634, 0.4618, 0.3548, 0.3570, 0.3574, 0.3885, 0.0870, 0.4727, -0.8123, 0.2172, 0.3149, 0.1128, 0.1971, -0.3431, 0.7238, -0.0495, -0.3966, -0.2530, -0.2351, 0.4936, 0.8986, -0.3155, -0.4493, 0.3432, -0.3449], "homo_ev": [-3.84, -3.83], "max_force_ha_per_bohr": 0.0568, "gap_ev": [4.21, 4.21], "energy_ev": -103077.864, "lumo_ha": [0.0137, 0.0137]}

{"formula": "C18H28BN4O3PRuSe", "method": "ωB97M-V/def2-TZVPD", "symbols": ["Ru", "B", "N", "C", "C", "C", "N", "N", "C", "C", "C", "N", "H", "H", "H", "H", "H", "H", "H", "H", "C", "C", "C", "C", "C", "C", "Se", "C", "C", "C", "H", "H", "H", "H", "H", "H", "H", "H", "H", "H", "H", "C", "O", "P", "O", "C", "O", "C", "H", "H", "H", "H", "H", "H", "H", "H", "H"], "positions_angstrom": [[0.5024, 0.5754, 1.1843], [0.6297, -0.7911, 4.1362], [0.2966, 0.7303, 4.1407], [0.0077, 1.5415, 5.1473], [-0.5257, 2.7344, 4.6455], [-0.5453, 2.5618, 3.2853], [-0.0512, 1.3324, 2.9776], [1.9053, -0.9774, 3.2513], [2.9628, -1.7192, 3.5187], [3.8081, -1.7545, 2.4003], [3.1832, -0.9757, 1.4691], [2.0106, -0.4891, 1.9769], [-0.2890, -1.3643, 3.6063], [0.8702, -1.1650, 5.2420], [0.1773, 1.2257, 6.1639], [-0.8498, 3.5922, 5.2072], [-0.8668, 3.2399, 2.5107], [3.0659, -2.1826, 4.4866], [4.7502, -2.2657, 2.3110], [3.5034, -0.6928, 0.4841], [-3.4253, -3.3133, -3.4809], [-2.9994, -2.1985, -2.5863], [-3.5664, -0.9250, -2.6952], [-3.1943, 0.1146, -1.8714], [-3.8422, 1.4588, -2.0261], [-2.1787, -0.1343, -0.8957], [-1.5987, 1.3347, 0.0716], [-1.6369, -1.4383, -0.7242], [-0.6870, -1.7945, 0.3842], [-2.0419, -2.4296, -1.5835], [-4.1364, -2.9820, -4.2331], [-3.8882, -4.1085, -2.8921], [-2.5610, -3.7545, -3.9812], [-4.3264, -0.7517, -3.4466], [-4.6606, 1.4018, -2.7392], [-3.1315, 2.2025, -2.3916], [-4.2454, 1.8207, -1.0790], [-0.7106, -1.0806, 1.2218], [0.3378, -1.9551, 0.0359], [-0.9947, -2.7239, 0.8674], [-1.6440, -3.4309, -1.4621], [1.1495, -0.8819, -2.4841], [0.9908, 0.5265, -2.1862], [1.5841, 1.1698, -0.8699], [3.1368, 0.9691, -0.8408], [4.0210, 1.5717, -1.8384], [1.3461, 2.7009, -1.0898], [0.6484, 3.3757, -2.1715], [0.5835, -1.0640, -3.3912], [0.7479, -1.4886, -1.6715], [2.2003, -1.1132, -2.6465], [4.9777, 1.0740, -1.7275], [4.1143, 2.6324, -1.6248], [3.6242, 1.4100, -2.8387], [0.9098, 4.4241, -2.0784], [-0.4240, 3.2433, -2.0496], [0.9759, 2.9819, -3.1290]], "atomic_forces_ev_per_a": [[0.359, 0.261, 0.028], [0.012, 0.052, -0.059], [-0.062, -0.020, -0.046], [0.009, 0.025, 0.020], [0.029, 0.001, 0.047], [0.020, -0.038, -0.072], [0.026, 0.015, 0.039], [0.009, -0.024, -0.041], [-0.002, 0.009, 0.032], [0.036, -0.017, 0.032], [-0.044, 0.100, -0.024], [0.043, -0.043, 0.084], [-0.060, -0.027, -0.093], [0.008, 0.013, -0.001], [-0.015, -0.003, -0.001], [-0.003, 0.000, -0.005], [-0.001, 0.001, -0.002], [0.000, -0.003, -0.003], [0.001, 0.005, -0.002], [-0.005, -0.037, 0.002], [0.003, -0.006, -0.004], [-0.043, 0.083, -0.026], [0.028, -0.105, -0.011], [0.056, 0.003, 0.046], [0.002, -0.007, 0.014], [0.035, 0.136, -0.017], [-0.126, -0.030, -0.038], [-0.163, 0.059, 0.041], [-0.034, -0.358, -0.087], [-0.013, -0.020, 0.111], [0.003, -0.003, 0.001], [-0.004, -0.001, -0.001], [-0.002, -0.004, -0.001], [0.001, -0.006, -0.001], [0.003, 0.003, -0.002], [0.006, 0.005, 0.003], [0.003, -0.002, -0.007], [-0.311, -0.142, 0.221], [-0.068, 0.023, 0.191], [0.031, -0.010, -0.009], [-0.006, -0.018, -0.007], [0.061, -0.021, -0.030], [0.019, -0.068, -0.023], [0.012, 0.125, 0.055], [0.027, -0.045, -0.121], [-0.014, -0.001, 0.007], [-0.070, 0.023, 0.139], [0.029, 0.004, -0.049], [0.001, 0.005, -0.005], [0.151, 0.114, -0.302], [0.013, 0.011, -0.011], [0.004, 0.007, 0.001], [0.003, 0.003, -0.003], [0.003, -0.007, -0.002], [0.005, -0.004, -0.002], [0.000, -0.018, -0.003], [-0.005, 0.003, -0.005]], "lowdin_spin": [2.3700, 0.0032, 0.0085, 0.0563, 0.0224, 0.0349, 0.1081, 0.0044, 0.0598, 0.0328, 0.0184, 0.0785, 0.0012, 0.0002, 0.0030, 0.0007, 0.0023, 0.0026, 0.0011, 0.0000, 0.0243, 0.1231, -0.0026, 0.0750, 0.0086, 0.1223, 0.5113, 0.0632, 0.0689, 0.0207, -0.0002, 0.0086, 0.0073, -0.0017, -0.0001, 0.0034, 0.0033, 0.0181, 0.0090, 0.0077, -0.0002, 0.0022, 0.0331, 0.0466, 0.0053, 0.0005, 0.0180, 0.0074, 0.0001, 0.0010, 0.0003, 0.0000, 0.0002, 0.0001, 0.0001, 0.0064, 0.0004], "s2": 6.04, "spin_multiplicity": 5, "homo_ev": [-14.67, -15.17], "max_force_ha_per_bohr": 0.0086, "gap_ev": [8.18, 6.16], "total_charge": 2, "energy_ev": -109102.444, "lumo_ha": [-0.2385, -0.3312]}

Number 1 is which compound? C39H49F5N10O5Ti